Entry 1:
The following is a DFT calculation (ωB97M-V with the def2-TZVPD basis set) of a molecular structure, C28H31IrN7SSb.

Structure (XYZ):
```
69
Properties=species:S:1:pos:R:3:lowdin_spin:R:1
Ir -0.03 0.27 -0.07 0.6394
C 2.44 -1.15 1.68 0.0076
C 2.00 0.15 2.26 0.0070
C 2.46 0.55 3.51 0.0008
C 2.12 1.79 4.02 0.0006
C 1.39 2.66 3.23 -0.0006
C 0.96 2.24 1.99 0.0013
N 1.21 0.99 1.54 0.0123
Sb 0.21 3.74 0.65 0.0082
C -1.66 2.79 0.30 0.0152
C -2.75 3.61 0.44 0.0049
C -4.03 3.09 0.25 -0.0026
C -4.15 1.76 -0.07 0.0029
C -3.03 0.94 -0.22 0.0051
C -3.23 -0.48 -0.62 0.0009
N -1.78 1.47 -0.02 0.0690
C 1.31 2.85 -0.98 0.0007
C 2.03 3.69 -1.80 -0.0003
C 2.96 3.15 -2.68 0.0003
C 3.17 1.79 -2.69 0.0010
C 2.41 0.96 -1.86 0.0065
C 2.65 -0.51 -1.88 0.0129
N 1.48 1.50 -1.04 0.0120
H 3.18 -1.62 2.31 0.0007
H 1.61 -1.85 1.57 0.0016
H 2.88 -1.00 0.70 0.0016
H 3.10 -0.12 4.07 0.0003
H 2.46 2.08 5.00 0.0000
H 1.17 3.67 3.57 0.0000
H -2.62 4.66 0.69 0.0003
H -4.90 3.71 0.36 0.0001
H -5.12 1.32 -0.23 0.0004
H -4.30 -0.70 -0.67 -0.0001
H -2.81 -0.66 -1.61 -0.0003
H -2.77 -1.16 0.08 -0.0002
H 1.88 4.76 -1.74 0.0000
H 3.53 3.80 -3.33 0.0000
H 3.92 1.35 -3.32 0.0004
H 2.62 -0.90 -2.91 0.0006
H 3.65 -0.73 -1.49 0.0004
H 1.92 -1.06 -1.29 0.0083
C 0.04 -3.43 4.98 0.0001
C -1.01 -2.85 4.05 -0.0003
N -0.73 -3.20 2.65 0.0066
C -0.68 -2.37 1.62 0.0032
S -0.98 -0.66 1.88 0.0095
N -0.46 -2.84 0.42 0.0234
N -0.36 -1.89 -0.52 0.0808
C -0.55 -2.24 -1.75 0.0291
C -0.86 -3.62 -2.20 0.0067
C -0.53 -1.13 -2.68 0.0009
C -0.61 -1.27 -4.05 0.0048
C -0.68 -0.14 -4.85 0.0038
C -0.70 1.11 -4.25 0.0024
C -0.61 1.19 -2.88 0.0054
N -0.50 0.09 -2.10 0.0003
H -0.16 -3.11 6.00 0.0001
H 1.04 -3.09 4.71 0.0000
H 0.03 -4.52 4.97 0.0000
H -1.05 -1.76 4.14 -0.0004
H -2.00 -3.23 4.31 0.0001
H -0.58 -4.17 2.44 0.0003
H -1.00 -4.28 -1.34 0.0006
H -0.05 -4.03 -2.81 0.0004
H -1.77 -3.62 -2.81 0.0023
H -0.62 -2.26 -4.49 0.0003
H -0.74 -0.24 -5.93 0.0001
H -0.80 2.02 -4.83 0.0000
H -0.63 2.14 -2.37 0.0001
```

Calculated values
E_HOMO (spin up / spin down) = -16.7 / -16.7 eV
Strongest force on any atom = 0.0318 hartree/bohr
Spin multiplicity = 2
Charge = +3
E_LUMO (spin up / spin down) = -10.1 / -10.9 eV
Orbital gap (spin up / spin down) = 6.63 / 5.78 eV
<S²> = 0.756

***

Entry 2:
The following is a DFT calculation (ωB97M-V with the def2-TZVPD basis set) of 4 unconnected molecules or ions with the total composition C28H32FN3O16.

Structure (XYZ):
```
80
Properties=species:S:1:pos:R:3:mulliken_charge:R:1
C 0.55 -5.09 -2.58 -0.9746
C -0.76 -4.36 -2.24 -0.5599
C -0.75 -2.85 -2.41 -0.9543
N 0.15 -2.13 -1.47 1.2929
O -0.49 -1.76 -0.28 -0.5167
C -0.41 -2.80 0.71 -0.4829
C -0.08 -2.26 2.10 1.3962
C -1.34 -2.36 2.96 -1.7730
O 0.83 -3.18 2.71 -0.6654
C 0.68 -0.95 -2.01 -0.5135
N 0.00 0.20 -1.99 0.0579
C -1.24 0.17 -2.85 0.2686
O -2.28 0.67 -2.41 -0.6917
O -1.10 -0.41 -3.95 -0.7135
N 1.89 -0.98 -2.51 0.0794
C 2.76 -2.15 -2.54 -0.5595
C 3.09 -2.70 -1.15 0.5673
F 4.42 -3.02 -1.08 -0.3705
H 1.11 -5.26 -1.66 0.2476
H 0.30 -6.04 -3.03 0.3943
H 1.16 -4.53 -3.30 0.1381
H -1.59 -4.73 -2.85 0.5329
H -1.03 -4.66 -1.22 0.2001
H -1.77 -2.46 -2.35 0.3690
H -0.40 -2.63 -3.42 0.5414
H 0.37 -3.50 0.39 0.2380
H -1.35 -3.36 0.67 0.2262
H 0.31 -1.25 2.07 -0.2638
H -2.20 -1.91 2.48 0.3619
H -1.17 -1.86 3.91 0.4216
H -1.53 -3.42 3.17 0.4061
H 1.65 -3.18 2.21 0.3585
H 0.57 0.96 -2.36 0.4021
H 2.26 -0.12 -2.90 0.2634
H 2.34 -2.89 -3.22 0.1080
H 3.71 -1.84 -2.98 0.4541
H 2.46 -3.58 -0.98 -0.0854
H 2.84 -1.99 -0.36 -0.0967
C 2.03 2.27 1.29 -1.1235
C 2.49 3.48 1.66 0.3542
C 3.08 3.71 3.03 1.0339
O 3.49 4.82 3.30 -0.6275
C 3.12 2.58 3.95 -0.6465
C 2.66 1.39 3.58 0.3375
C 2.10 1.16 2.21 0.7402
O 1.71 0.03 1.93 -0.5148
O 2.67 0.33 4.40 -0.6238
O 2.45 4.53 0.86 -0.5743
H 1.60 2.09 0.31 0.5834
H 3.53 2.76 4.93 0.2841
H 2.29 -0.41 3.90 0.3019
H 2.84 5.27 1.37 0.3446
C -2.73 0.66 -6.45 -0.6800
C -3.46 0.00 -7.37 0.2614
C -3.77 0.60 -8.71 0.8775
O -4.42 -0.05 -9.50 -0.6374
C -3.27 1.93 -9.00 -1.0440
C -2.54 2.59 -8.09 0.3574
C -2.21 1.98 -6.75 1.0244
O -1.53 2.63 -5.98 -0.6522
O -2.06 3.81 -8.30 -0.5746
O -3.97 -1.21 -7.15 -0.5720
H -2.50 0.23 -5.48 0.5567
H -3.51 2.36 -9.96 0.4085
H -1.58 4.05 -7.48 0.3643
H -4.45 -1.45 -7.96 0.3519
C -0.22 4.36 7.34 -1.1096
C -1.20 4.17 8.23 0.3558
C -1.60 2.80 8.69 1.0128
O -2.48 2.70 9.52 -0.6114
C -0.92 1.66 8.11 -0.8613
C 0.05 1.84 7.21 0.3715
C 0.47 3.21 6.77 0.8866
O 1.38 3.33 5.96 -0.3851
O 0.70 0.81 6.66 -0.5703
O -1.87 5.18 8.78 -0.5657
H 0.07 5.34 7.00 0.4551
H -1.23 0.67 8.44 0.4453
H 1.36 1.19 6.04 0.2057
H -2.51 4.78 9.39 0.3555
```

Calculated values
E_HOMO = -8.8 eV
Strongest force on any atom = 0.0774 hartree/bohr
Spin multiplicity = 1
E_LUMO = -1.9 eV
Orbital gap = 6.90 eV

***

Entry 3:
The following is a DFT calculation (ωB97M-V with the def2-TZVPD basis set) of a molecular structure, C28H32IrN5O2S.

Structure (XYZ):
```
69
Properties=species:S:1:pos:R:3:mulliken_charge:R:1
Ir 0.05 -0.22 -0.21 1.5907
C -4.19 -1.01 -3.94 -0.4284
C -3.13 -0.60 -4.74 -0.5905
C -1.86 -0.49 -4.20 -0.4995
C -1.65 -0.78 -2.85 -0.1039
C -2.71 -1.21 -2.06 -0.3589
C -3.97 -1.33 -2.61 -0.6895
N -0.38 -0.69 -2.24 0.6844
N 0.60 -0.87 -2.99 -0.7859
C 1.82 -0.99 -2.32 0.1572
C 2.97 -1.25 -3.06 -0.5330
C 4.16 -1.45 -2.40 -0.5452
C 4.18 -1.38 -1.01 -0.8158
C 3.01 -1.11 -0.34 -0.0987
N 1.85 -0.92 -0.97 0.3309
H -5.18 -1.09 -4.36 0.3899
H -3.29 -0.35 -5.78 0.3818
H -1.02 -0.17 -4.81 0.4478
H -2.49 -1.49 -1.03 0.7687
H -4.80 -1.68 -2.00 0.4301
H 2.88 -1.28 -4.13 0.5548
H 5.07 -1.65 -2.95 0.4047
H 5.10 -1.52 -0.45 0.4817
H 2.98 -1.05 0.74 0.3605
O -1.43 1.19 0.31 -0.4610
N -2.35 0.99 1.30 0.1922
C -3.46 0.29 0.94 -0.4091
C -4.47 0.01 1.80 -0.8861
C -4.36 0.47 3.12 -0.3106
C -3.28 1.22 3.48 -0.8017
C -2.24 1.54 2.57 0.3206
S -0.97 2.55 3.02 -0.3441
H -3.46 -0.02 -0.10 0.7333
H -5.32 -0.54 1.45 0.4255
H -5.14 0.25 3.85 0.3894
H -3.18 1.61 4.49 0.4316
C 0.36 -3.78 -0.13 -1.4157
C 0.07 -2.86 1.06 1.0767
C -0.58 -3.65 2.19 -1.7607
O -0.77 -1.79 0.72 -0.7023
H 1.10 -4.53 0.14 0.3990
H 0.76 -3.19 -0.97 0.2076
H -0.55 -4.27 -0.46 0.3667
H 1.04 -2.49 1.44 -0.0265
H -1.50 -4.12 1.83 0.3828
H -0.83 -2.99 3.02 0.3648
H 0.10 -4.43 2.54 0.3877
C 2.45 4.59 0.07 -0.9523
N 1.72 3.51 -0.56 0.1521
C 0.28 3.69 -0.63 -0.7792
C 2.21 2.18 -0.33 -1.9340
C 2.08 1.55 1.06 2.0479
C 2.96 1.93 2.07 -0.4467
C 2.86 1.38 3.34 -0.9008
C 1.86 0.46 3.63 -0.7729
C 1.01 0.04 2.61 -0.1850
C 1.13 0.56 1.32 -0.2552
H 2.18 5.53 -0.42 0.3671
H 3.52 4.42 -0.06 0.3077
H 2.24 4.69 1.15 0.2772
H 0.06 4.69 -1.01 0.4048
H -0.22 3.58 0.33 0.1738
H -0.15 2.94 -1.30 0.1554
H 3.28 2.19 -0.59 0.6449
H 1.69 1.53 -1.06 -0.0988
H 3.76 2.63 1.85 0.4315
H 3.56 1.69 4.12 0.3810
H 1.76 0.05 4.62 0.3938
H 0.23 -0.68 2.83 0.4935
```

Calculated values
ΔE to the lowest compared entry with this formula, charge and spin = 77.8 kcal/mol
E_HOMO = -6.6 eV
Strongest force on any atom = 0.0496 hartree/bohr
Spin multiplicity = 1
E_LUMO = -1.9 eV
Orbital gap = 4.65 eV

***

Entry 4:
The following is a DFT calculation (ωB97M-V with the def2-TZVPD basis set) of a molecular structure, C28H32N2O4PS2TeTl.

Structure (XYZ):
```
71
Properties=species:S:1:pos:R:3:lowdin_spin:R:1
Tl -0.71 -0.37 -1.15 0.3106
O 5.43 3.47 0.32 0.0001
C 5.45 2.06 0.43 -0.0002
C 4.12 1.51 -0.02 -0.0013
C 3.89 0.14 0.01 0.0013
C 2.66 -0.33 -0.40 0.0043
N 1.69 0.47 -0.84 0.0693
C 1.91 1.79 -0.89 0.0059
C 3.11 2.34 -0.49 0.0023
C 0.79 2.64 -1.41 0.0065
C 0.95 4.01 -1.60 0.0026
C -0.11 4.76 -2.07 -0.0013
C 0.01 6.24 -2.29 -0.0002
O 1.33 6.65 -1.98 0.0001
C -1.32 4.12 -2.33 0.0016
C -1.40 2.76 -2.11 0.0042
N -0.37 2.04 -1.67 0.0761
H 6.29 3.82 0.57 0.0000
H 5.62 1.74 1.46 -0.0001
H 6.23 1.62 -0.20 -0.0001
H 4.64 -0.55 0.36 0.0004
H 2.44 -1.39 -0.38 0.0005
H 3.29 3.40 -0.51 0.0003
H 1.89 4.50 -1.41 0.0003
H -0.72 6.75 -1.66 -0.0001
H -0.23 6.46 -3.34 -0.0001
H 1.39 7.60 -2.08 0.0000
H -2.18 4.66 -2.69 0.0003
H -2.33 2.22 -2.28 -0.0004
C -4.19 3.66 2.93 0.0001
C -3.29 2.45 2.81 0.0005
O -3.53 1.86 1.50 0.0031
P -2.86 0.47 1.13 0.0177
S -3.43 0.07 -0.74 0.1192
S -0.90 0.47 1.47 0.0098
O -3.47 -0.59 2.16 0.0012
C -4.89 -0.90 2.14 0.0027
C -5.07 -2.34 1.73 0.0004
H -4.02 4.14 3.89 0.0000
H -5.24 3.38 2.86 0.0000
H -3.97 4.38 2.14 0.0000
H -3.51 1.71 3.57 0.0000
H -2.24 2.72 2.87 0.0001
H -5.40 -0.22 1.45 0.0016
H -5.26 -0.71 3.14 0.0001
H -4.72 -2.50 0.72 0.0000
H -6.13 -2.60 1.77 0.0001
H -4.53 -3.00 2.41 0.0003
Te -0.92 -3.14 0.29 0.2712
C -0.59 -4.42 -1.35 0.0151
C -1.04 -5.73 -1.26 0.0097
C -0.84 -6.61 -2.32 0.0003
C -0.18 -6.17 -3.46 0.0013
C 0.27 -4.86 -3.55 0.0003
C 0.06 -3.98 -2.49 0.0060
C 1.04 -3.18 1.07 0.0129
C 1.29 -2.42 2.21 0.0109
C 2.57 -2.38 2.74 -0.0016
C 3.59 -3.11 2.15 0.0124
C 3.33 -3.88 1.02 -0.0011
C 2.05 -3.93 0.48 0.0092
H -1.55 -6.08 -0.37 0.0037
H -1.19 -7.63 -2.25 0.0000
H -0.02 -6.85 -4.28 0.0001
H 0.78 -4.52 -4.44 0.0001
H 0.41 -2.96 -2.57 0.0093
H 0.49 -1.84 2.67 0.0001
H 2.76 -1.79 3.62 -0.0003
H 4.59 -3.09 2.57 0.0007
H 4.12 -4.46 0.57 -0.0003
H 1.86 -4.53 -0.40 0.0003
```

Calculated values
ΔE to the lowest compared entry with this formula, charge and spin = 0.0 kcal/mol
E_HOMO (spin up / spin down) = -9.9 / -10.7 eV
Strongest force on any atom = 0.0015 hartree/bohr
Spin multiplicity = 2
Charge = +1
E_LUMO (spin up / spin down) = -2.7 / -4.7 eV
Orbital gap (spin up / spin down) = 7.21 / 6.02 eV
<S²> = 0.760

***

no.,DFT total energy (eV)
1,-60155.7184
2,-69498.3245
3,-54770.5756
4,-83668.6075